A structure of composition C45H50N3O5PtSTe2. Source: the Open Molecules 2025 dataset; level of theory: ωB97M-V/def2-TZVPD.

The geometry in XYZ format:
```
107
Properties=species:S:1:pos:R:3
Pt 0.28078 -0.30241 -0.45327
C 2.12546 -1.27684 -2.81937
C 2.81000 -1.66606 -1.51756
N 1.84803 -1.89626 -0.42608
C 1.18401 -3.20998 -0.33835
C 0.11937 -3.45412 -1.39889
S -1.06481 -2.06964 -1.58494
C -0.85206 -1.58032 -3.32501
C -0.04659 -0.29262 -3.50420
N 1.11698 -0.21486 -2.59815
H 2.88266 -0.94745 -3.53322
H 1.63490 -2.13419 -3.27276
H 3.44659 -2.54126 -1.67327
H 3.45251 -0.84476 -1.19377
H 2.32369 -1.74696 0.46079
H 1.92167 -4.01639 -0.39418
H 0.72685 -3.24778 0.65098
H 0.54289 -3.66477 -2.37810
H -0.46623 -4.32633 -1.11216
H -0.41825 -2.42823 -3.85242
H -1.85173 -1.43693 -3.73209
H 0.25886 -0.21939 -4.55231
H -0.67451 0.57042 -3.28107
H 1.55558 0.68805 -2.74888
C -9.12810 -2.72156 2.31810
C -7.69400 -2.33826 2.09070
C -7.34121 -1.45017 1.07889
C -6.02116 -1.08402 0.84815
C -5.70370 -0.12771 -0.26507
C -5.06404 -1.62607 1.70583
Te -2.97111 -0.90268 1.58772
N -0.72313 -0.57732 1.31989
C -0.41871 -0.90871 2.56205
O -1.35864 -1.18814 3.37512
C 0.97904 -1.02790 3.07838
C 1.19734 -1.85463 4.17939
C 2.47820 -2.01630 4.68535
C 3.54691 -1.33638 4.11750
C 3.33034 -0.48123 3.04444
C 2.05183 -0.33120 2.52853
C -3.38298 1.07710 2.10342
C -3.92806 1.26168 3.37031
C -4.20494 2.54330 3.81514
C -3.93305 3.62362 2.98942
C -3.39470 3.42431 1.72700
C -3.10320 2.14876 1.25164
C -2.51329 1.98589 -0.12124
C -5.34650 -2.55188 2.70820
C -4.33438 -3.19900 3.61780
C -6.68953 -2.87656 2.88397
H -9.78372 -2.27432 1.57384
H -9.46033 -2.39388 3.30425
H -9.25020 -3.80433 2.27680
H -8.11401 -1.03731 0.44048
H -6.48861 -0.14906 -1.01908
H -4.76689 -0.38900 -0.76111
H -5.62096 0.89603 0.10708
H 0.35939 -2.36957 4.62691
H 2.64069 -2.66800 5.53323
H 4.54163 -1.45154 4.52702
H 4.14565 0.10134 2.63435
H 1.89124 0.40689 1.74828
H -4.13096 0.41294 4.01268
H -4.62259 2.69356 4.80077
H -4.13979 4.62963 3.32981
H -3.18495 4.27725 1.09361
H -2.58299 2.91532 -0.68291
H -3.00971 1.20197 -0.69360
H -1.44855 1.73816 -0.03446
H -3.30592 -2.90011 3.42112
H -4.38993 -4.28401 3.52575
H -4.55081 -2.95003 4.65748
H -6.95017 -3.58008 3.66777
C 3.35827 2.70753 -1.81084
Te 1.38245 2.75456 -0.97995
C 1.79831 4.77974 -0.48873
C 3.22892 5.03493 -0.88056
C 3.80996 6.26975 -0.59856
C 5.12039 6.52399 -0.95972
C 5.86511 5.54584 -1.60853
C 5.29519 4.31705 -1.88630
C 3.97611 4.05428 -1.52359
H 3.29777 2.51129 -2.88491
H 3.92183 1.90113 -1.33743
H 1.61290 4.89446 0.57553
H 1.09521 5.39945 -1.04445
H 3.23010 7.03278 -0.09373
H 5.56381 7.48486 -0.73638
H 6.88928 5.74326 -1.89469
H 5.87702 3.55294 -2.38818
O 2.19982 2.43765 1.29628
C 1.04479 2.59146 1.82582
O 0.02958 2.83310 1.11746
C 0.91466 2.43448 3.29360
C 2.04431 2.46784 4.09872
C 1.95273 2.27701 5.47843
C 0.69925 2.03522 5.98458
O 0.35181 1.81454 7.27654
C -1.05612 1.56631 7.28472
O -1.53464 1.75236 5.94847
C -0.43279 1.99882 5.17933
C -0.36566 2.20719 3.83048
H 3.00935 2.63704 3.64117
H 2.82072 2.31493 6.12101
H -1.54395 2.27844 7.94853
H -1.23820 0.53651 7.59606
H -1.24178 2.19868 3.19701
```

**Spin multiplicity**: 6
**Total charge**: +2
**LUMO (alpha / beta)**: -4.37 / -7.11 eV

---

A structure of composition C45H50N3SSb2Ti in a non-equilibrium geometry. Source: the Open Molecules 2025 dataset; level of theory: ωB97M-V/def2-TZVPD.

The geometry in XYZ format:
```
102
Properties=species:S:1:pos:R:3
Ti 0.68898 -0.99016 0.30945
N 2.71076 -0.68805 0.97634
C 3.11288 -2.00222 1.42911
C 4.20754 -2.61911 0.84853
C 4.61093 -3.87316 1.27227
C 3.91402 -4.50142 2.29193
C 2.81723 -3.87533 2.86352
C 2.38220 -2.61783 2.44151
C 1.10287 -2.07833 3.01916
C 0.93648 -2.17115 4.40400
C -0.29840 -1.95783 4.99087
C -1.39974 -1.69029 4.18610
C -1.22230 -1.53694 2.81937
C 0.02840 -1.67821 2.18377
H 3.35897 -0.33358 0.28953
H 2.68501 -0.02439 1.74421
H 4.75079 -2.11015 0.05978
H 5.47583 -4.34298 0.82194
H 4.21694 -5.48072 2.63927
H 2.25856 -4.37910 3.64304
H 1.79298 -2.41859 5.02451
H -0.40976 -2.01998 6.06669
H -2.38663 -1.58937 4.62426
H -2.10216 -1.32496 2.21898
C -2.87136 0.64422 -2.47547
C -3.75457 0.48156 -1.23509
C -3.05417 -0.18205 -0.04714
Sb -1.22982 0.91701 0.70643
C 0.92386 1.79376 1.19651
C 1.88734 2.08169 0.22998
C 3.09710 2.67905 0.58323
C 3.35689 2.98853 1.91256
C 2.41084 2.68388 2.88826
C 1.20911 2.08679 2.52874
C -2.12883 2.28755 2.04828
C -3.16619 1.86836 2.88047
C -3.80781 2.78906 3.70207
C -3.41675 4.12223 3.68698
C -2.37468 4.53756 2.86538
C -1.72417 3.62080 2.05062
Sb -1.27271 1.91603 -1.83558
C 0.35422 2.93493 -2.74576
C 0.69286 4.14500 -2.14705
C 1.83716 4.81693 -2.55679
C 2.63183 4.28002 -3.56428
C 2.27408 3.08313 -4.17441
C 1.13919 2.39813 -3.75679
C -2.52296 3.69126 -1.91569
C -3.46033 4.00074 -0.92703
C -4.31797 5.08617 -1.07526
C -4.25634 5.86913 -2.21901
C -3.32977 5.57514 -3.21142
C -2.46531 4.49767 -3.05800
H -3.40356 1.13647 -3.28685
H -2.45770 -0.29907 -2.81302
H -4.62094 -0.12479 -1.51607
H -4.14874 1.45467 -0.94047
H -2.60624 -1.12672 -0.34716
H -3.75837 -0.37356 0.76192
H 1.71650 1.84847 -0.81184
H 3.82777 2.91154 -0.18470
H 4.28483 3.47505 2.18844
H 2.60641 2.91745 3.92872
H 0.48137 1.85689 3.30110
H -3.47459 0.82746 2.89355
H -4.61252 2.46583 4.35098
H -3.92811 4.83982 4.31772
H -2.07242 5.57822 2.85201
H -0.90545 3.94423 1.41909
H 0.06510 4.56934 -1.37249
H 2.11258 5.75263 -2.08516
H 3.53573 4.79378 -3.87075
H 2.88033 2.68249 -4.97876
H 0.87585 1.44975 -4.21238
H -3.52116 3.40704 -0.02371
H -5.03614 5.31777 -0.29812
H -4.93305 6.70640 -2.33872
H -3.28197 6.18379 -4.10644
H -1.73544 4.28867 -3.83376
S 0.25493 -0.37355 -1.87466
C 2.85491 -4.32460 -2.50814
C 1.38692 -4.07887 -2.91488
N 0.40243 -4.57627 -1.94398
C -0.30345 -5.80942 -2.29819
C 0.58648 -7.04016 -2.17073
C 0.20220 -3.91787 -0.80342
C -0.90360 -4.34546 0.11671
N 0.94980 -2.89447 -0.45450
H 3.37893 -4.91651 -3.25855
H 2.91722 -4.85764 -1.55747
H 3.40181 -3.38368 -2.40208
H 1.16945 -4.57929 -3.85506
H 1.19707 -3.01772 -3.07005
H -0.65930 -5.70580 -3.32351
H -1.17946 -5.92076 -1.66965
H 1.42342 -7.00462 -2.87242
H 0.00702 -7.94155 -2.37773
H 0.99172 -7.11881 -1.15767
H -1.86887 -4.28396 -0.38879
H -0.90825 -3.69540 0.98064
H -0.75621 -5.37340 0.45179
H 1.67156 -2.71428 -1.14366
```

**Total charge**: +1
**LUMO (alpha / beta)**: -2.62 / -2.63 eV
**ΔE to the lowest compared entry with this formula, charge and spin**: 78.9 kcal per mole

---

- What is the total charge in the first record?
  +2

---

- Among the records above, which one has the highest total charge?
  C45H50N3O5PtSTe2

---

- Look up the total charge of the first one.
  +2